Density functional theory data (ωB97M-V/def2-TZVPD) for a gas-phase ion, C2H4O3P (charge -1) in a non-equilibrium geometry.

```
10
Properties=species:S:1:pos:R:3:forces:R:3:lowdin_charge:R:1
C 1.30699 1.07383 -0.71690 -1.63 -1.60 1.20 -0.723
C 0.15731 0.17719 -0.67024 -0.99 -0.64 2.68 -0.270
O 1.64174 1.72587 0.38812 1.53 1.86 -0.83 0.090
O 2.00246 1.11779 -1.66611 2.34 0.80 -2.70 0.064
O 0.71629 -0.44248 2.02269 0.46 2.04 2.61 -0.686
P 0.54685 -1.26639 0.81591 -1.36 -1.62 -2.85 0.524
H -0.06011 -0.29902 -1.57695 0.07 -0.59 -1.44 0.032
H -0.74994 0.65534 -0.32003 -0.16 0.22 0.33 0.051
H 1.15424 1.49193 1.14631 -1.31 -1.22 1.62 0.042
H -0.94985 -1.84426 0.96587 1.06 0.74 -0.61 -0.124
```
Positions in Å, forces in eV/Å.

- charge = -1
- HOMO level (eV) = -3.02


Density functional theory data (ωB97M-V/def2-TZVPD) for 2 unconnected molecules or ions with the total composition C2H4O3Si in a non-equilibrium geometry.

```
10
Properties=species:S:1:pos:R:3:forces:R:3:lowdin_charge:R:1
C -1.28776 1.08446 0.43192 1.45 0.65 1.25 -0.297
C 1.32380 -0.15417 -0.40486 -1.15 1.59 1.22 -0.146
O -2.14430 1.77243 0.02800 0.43 -0.10 0.59 0.053
O -1.05402 -1.94804 0.64355 0.33 0.77 1.59 -0.153
O -1.09159 -1.86134 -0.82719 -0.92 -0.61 -2.51 -0.159
Si -0.48682 -0.56144 -0.10439 1.85 -0.33 1.28 0.455
H -0.16802 1.55302 1.69790 -2.16 -0.75 -2.13 0.146
H 1.24340 0.29072 -1.38706 0.41 0.10 -0.61 0.027
H 1.55275 0.71518 0.28209 -0.01 -0.99 -0.68 0.031
H 2.11257 -0.89082 -0.35995 -0.23 -0.33 0.01 0.042
```
Positions in Å, forces in eV/Å.

- HOMO level (eV) = -9.67


In order of appearance, E_LUMO = 4.2; -0.7 eV.